No. 1
Entry from the Open Molecules 2025 dataset: C5H7ClOS in the gas phase in a non-equilibrium geometry (ωB97M-V/def2-TZVPD).

Summary:
* multiplicity: 1
* E_LUMO: 0.658 eV
* frontier orbital gap: 10.14 eV
* SMILES: O=C[C@@]1(CCl)C[C@H]1S

Geometry as XYZ:
```
15
C5H7ClOS (ωB97M-V/def2-TZVPD)
O -1.159 -2.160 -1.288
C -0.124 -1.512 -1.100
C -0.057 -0.486 -0.007
C -1.304 -0.448 0.855
Cl -1.290 0.687 2.218
C 1.288 -0.298 0.651
C 0.793 0.774 -0.199
S 1.637 1.163 -1.765
H 0.799 -1.644 -1.708
H -1.493 -1.434 1.253
H -2.121 -0.196 0.189
H 1.243 -0.166 1.740
H 2.031 -0.957 0.225
H 0.462 1.639 0.342
H 0.509 1.570 -2.395
```

---

No. 2
Entry from the Open Molecules 2025 dataset: a 11-piece molecular cluster, C57H131N5O11 overall in a non-equilibrium geometry (ωB97M-V/def2-TZVPD).

Summary:
* multiplicity: 1
* E_LUMO: 0.115 eV
* frontier orbital gap: 8.60 eV
* SMILES: CC1(C)CCCC(C)(C)N1O.CC1(C)CCCC(C)(C)N1O.CC1(C)CCCC(C)(C)N1O.CC1(C)CCCC(C)(C)N1O.CC1(C)CCCC(C)(C)N1O.CC(C)O.CC(C)O.CC(C)O.CC(C)O.O.O

Geometry as XYZ:
```
204
C57H131N5O11 (ωB97M-V/def2-TZVPD)
C -18.697 -20.778 -8.099
C -17.809 -19.615 -8.543
C -17.556 -18.889 -7.150
C -16.435 -20.162 -8.975
C -16.527 -20.724 -10.361
C -16.936 -19.557 -11.314
C -18.336 -18.930 -10.945
C -18.374 -17.677 -11.773
C -19.495 -19.962 -11.326
N -18.414 -18.651 -9.483
O -19.531 -18.048 -9.031
H -18.395 -21.183 -7.133
H -19.743 -20.472 -8.091
H -18.640 -21.670 -8.723
H -18.441 -18.427 -6.714
H -17.066 -19.498 -6.390
H -16.867 -18.065 -7.334
H -15.804 -19.274 -9.003
H -15.936 -20.917 -8.368
H -15.517 -20.977 -10.682
H -17.163 -21.608 -10.332
H -16.978 -20.107 -12.254
H -16.164 -18.807 -11.485
H -17.908 -16.838 -11.256
H -19.405 -17.342 -11.887
H -17.939 -17.762 -12.769
H -20.284 -19.945 -10.575
H -19.330 -21.012 -11.569
H -20.001 -19.695 -12.255
H -19.213 -17.209 -8.689
C -19.737 -17.533 -4.627
C -19.700 -17.531 -3.074
C -18.391 -18.198 -2.543
C -19.642 -16.027 -2.679
C -20.965 -15.233 -2.740
C -21.976 -16.008 -1.821
C -22.132 -17.515 -2.219
C -22.935 -18.216 -1.046
C -23.044 -17.707 -3.489
N -20.818 -18.224 -2.476
O -20.872 -19.606 -2.765
H -19.020 -16.858 -5.093
H -19.526 -18.533 -5.007
H -20.721 -17.173 -4.929
H -18.618 -18.345 -1.487
H -18.129 -19.216 -2.833
H -17.503 -17.566 -2.530
H -19.242 -15.894 -1.674
H -18.904 -15.637 -3.381
H -20.853 -14.172 -2.516
H -21.313 -15.255 -3.773
H -22.887 -15.425 -1.958
H -21.630 -15.931 -0.791
H -22.225 -18.412 -0.242
H -23.352 -19.164 -1.387
H -23.760 -17.584 -0.717
H -22.768 -17.105 -4.354
H -24.054 -17.348 -3.292
H -23.036 -18.750 -3.808
H -20.875 -19.612 -3.725
C -18.697 -11.852 -5.842
C -17.617 -12.805 -5.250
C -17.605 -12.721 -3.732
C -18.143 -14.315 -5.579
C -17.995 -14.708 -7.026
C -16.536 -14.526 -7.461
C -15.886 -13.063 -7.233
C -14.355 -13.286 -7.201
C -16.365 -12.108 -8.338
N -16.289 -12.632 -5.869
O -15.810 -11.314 -5.709
H -19.584 -12.072 -5.248
H -18.521 -10.777 -5.838
H -18.899 -12.163 -6.868
H -17.557 -11.688 -3.387
H -18.501 -13.139 -3.274
H -16.764 -13.235 -3.265
H -17.598 -15.097 -5.050
H -19.205 -14.385 -5.346
H -18.157 -15.780 -7.140
H -18.693 -14.172 -7.669
H -16.589 -14.804 -8.514
H -16.058 -15.382 -6.985
H -13.917 -13.471 -8.181
H -14.199 -14.164 -6.573
H -13.801 -12.437 -6.801
H -16.386 -12.596 -9.313
H -15.621 -11.316 -8.256
H -17.397 -11.765 -8.272
H -16.212 -10.836 -6.438
C -11.956 -23.326 -1.052
C -13.403 -22.940 -1.449
C -14.095 -24.292 -1.804
C -13.995 -22.234 -0.203
C -15.328 -21.410 -0.433
C -15.093 -20.465 -1.660
C -14.499 -21.055 -2.930
C -15.571 -21.866 -3.646
C -14.129 -19.797 -3.802
N -13.315 -21.913 -2.529
O -12.658 -22.302 -3.706
H -11.847 -24.126 -0.320
H -11.436 -23.827 -1.869
H -11.379 -22.430 -0.824
H -15.176 -24.153 -1.773
H -13.744 -24.600 -2.789
H -13.948 -25.200 -1.219
H -14.363 -23.052 0.417
H -13.182 -21.674 0.260
H -16.227 -21.985 -0.654
H -15.472 -20.790 0.451
H -14.525 -19.609 -1.297
H -16.131 -20.227 -1.893
H -16.403 -21.240 -3.969
H -16.149 -22.616 -3.107
H -15.154 -22.431 -4.480
H -14.069 -20.164 -4.827
H -13.123 -19.420 -3.618
H -14.842 -18.977 -3.889
H -13.292 -22.916 -4.084
C -22.798 -12.695 -9.982
C -23.841 -13.930 -9.735
C -25.062 -13.629 -10.577
C -23.178 -15.167 -10.291
C -21.974 -15.693 -9.390
C -22.445 -15.868 -7.986
C -23.108 -14.561 -7.342
C -23.813 -15.032 -6.057
C -22.114 -13.407 -7.065
N -24.191 -14.068 -8.280
O -24.919 -13.016 -7.806
H -23.175 -11.732 -9.637
H -21.879 -12.829 -9.411
H -22.468 -12.617 -11.018
H -24.743 -13.667 -11.618
H -25.750 -14.468 -10.479
H -25.627 -12.732 -10.325
H -23.929 -15.925 -10.512
H -22.697 -14.992 -11.254
H -21.514 -16.627 -9.710
H -21.292 -14.844 -9.340
H -21.593 -16.084 -7.340
H -23.121 -16.719 -7.912
H -24.537 -15.836 -6.191
H -24.354 -14.298 -5.460
H -23.048 -15.454 -5.405
H -21.787 -13.479 -6.028
H -22.460 -12.385 -7.220
H -21.171 -13.357 -7.610
H -24.242 -12.336 -7.779
C -17.652 -18.043 1.608
C -19.002 -17.975 2.389
C -20.048 -17.077 1.690
O -19.626 -19.238 2.383
H -17.846 -18.354 0.582
H -17.024 -18.788 2.097
H -17.105 -17.113 1.453
H -18.863 -17.611 3.407
H -20.692 -17.642 1.015
H -19.550 -16.268 1.155
H -20.760 -16.749 2.447
H -19.527 -19.648 1.520
C -21.649 -10.184 -3.448
C -22.974 -10.798 -3.782
C -23.061 -12.286 -3.600
O -23.922 -10.133 -3.012
H -20.919 -10.624 -4.128
H -21.263 -10.364 -2.445
H -21.625 -9.134 -3.738
H -23.197 -10.577 -4.826
H -22.195 -12.917 -3.800
H -23.921 -12.741 -4.091
H -23.190 -12.578 -2.558
H -24.582 -9.966 -3.689
C -24.670 -19.911 -6.222
C -24.238 -21.207 -6.821
C -22.843 -21.489 -6.448
O -25.034 -22.203 -6.194
H -25.731 -19.677 -6.311
H -24.043 -19.133 -6.658
H -24.503 -19.956 -5.146
H -24.343 -21.256 -7.904
H -22.143 -20.858 -6.995
H -22.531 -22.476 -6.792
H -22.656 -21.393 -5.379
H -24.820 -23.077 -6.530
C -19.767 -22.456 -0.894
C -20.686 -21.406 -0.292
C -21.222 -21.759 1.034
O -20.004 -20.300 -0.296
H -20.308 -23.394 -1.016
H -18.888 -22.494 -0.250
H -19.435 -22.167 -1.891
H -21.491 -21.279 -1.017
H -20.449 -22.059 1.741
H -21.972 -22.546 0.957
H -21.763 -20.931 1.493
H -20.336 -19.823 -1.061
O -23.521 -15.018 1.333
H -23.765 -14.359 0.683
H -24.246 -15.644 1.324
O -25.028 -13.751 -0.455
H -25.263 -12.844 -0.651
H -25.287 -14.240 -1.236
```

---

No. 3
Entry from the Open Molecules 2025 dataset: a 2-piece molecular cluster, C5H17N2O overall in a non-equilibrium geometry (ωB97M-V/def2-TZVPD).

Summary:
* multiplicity: 1
* net charge: +1
* E_LUMO: -2.989 eV
* frontier orbital gap: 10.01 eV

Geometry as XYZ:
```
25
C5H17N2O (ωB97M-V/def2-TZVPD)
C 2.396 -1.011 0.948
C 1.197 -0.143 0.583
C -0.065 -0.689 1.265
C -1.394 -0.040 0.766
C -2.119 -0.941 -0.251
N -2.728 -0.282 -1.405
N 0.918 -0.110 -0.921
H 3.218 -0.797 0.260
H 2.683 -0.769 1.961
H 2.107 -2.048 0.826
H 1.295 0.887 0.888
H -0.114 -1.773 1.195
H -0.047 -0.438 2.324
H -1.972 0.097 1.679
H -1.265 0.993 0.432
H -2.802 -1.680 0.164
H -1.337 -1.617 -0.628
H -3.669 0.037 -1.171
H -2.326 0.654 -1.493
H 0.171 -0.699 -1.296
H 0.648 0.826 -1.150
H 1.799 -0.349 -1.372
H 0.612 3.670 -0.837
H 1.725 3.359 -1.646
O 1.070 2.862 -1.121
```

---

No. 4
Entry from the Open Molecules 2025 dataset: a 2-piece molecular cluster, CH2N3O4 overall in a non-equilibrium geometry (ωB97M-V/def2-TZVPD).

Summary:
* ⟨S²⟩: 2.056
* multiplicity: 3
* net charge: -1
* E_LUMO (spin up / spin down): 3.098 / -0.920 eV
* frontier orbital gap (spin up / spin down): 7.65 / 2.92 eV

Geometry as XYZ:
```
10
CH2N3O4 (ωB97M-V/def2-TZVPD)
C -0.022 -1.938 0.369
N -0.124 -0.538 0.291
N 0.263 2.062 -1.299
N -0.411 2.989 -0.873
O -0.360 -2.368 1.504
O 0.562 -2.449 -0.585
O -0.638 2.468 0.328
O -0.795 4.069 -1.284
H -0.130 0.058 1.142
H 0.448 -0.198 -0.574
```

---

No. 5
Entry from the Open Molecules 2025 dataset: C30H43F5OP2Sc as an isolated structure in a non-equilibrium geometry (ωB97M-V/def2-TZVPD).

Summary:
* multiplicity: 1
* net charge: +1
* E_LUMO (spin up / spin down): -4.928 / -3.415 eV
* frontier orbital gap (spin up / spin down): 4.55 / 6.38 eV

Geometry as XYZ:
```
82
C30H43F5OP2Sc (ωB97M-V/def2-TZVPD)
Sc 0.237 2.413 -0.333
C 0.974 0.801 2.858
C 2.046 1.323 2.113
C 0.228 2.738 1.865
C -0.169 1.631 2.710
C 1.583 2.531 1.489
C 1.079 -0.264 3.879
H 1.938 -0.921 3.686
H 0.182 -0.888 3.882
H 1.187 0.174 4.883
C -1.406 1.587 3.505
H -1.795 0.563 3.610
H -2.173 2.220 3.040
H -1.197 1.974 4.512
C -0.477 4.011 1.568
H 0.041 4.805 2.144
H -1.523 3.993 1.898
H -0.456 4.367 0.494
C 2.400 3.546 0.770
H 2.983 4.121 1.525
H 1.804 4.310 0.251
H 3.108 3.113 0.054
C 3.476 0.950 2.176
H 4.023 1.726 2.714
H 3.918 0.861 1.176
H 3.609 -0.012 2.679
C -0.475 -1.999 0.835
C 0.686 -2.314 1.407
C 2.070 -2.309 0.876
C 2.246 -1.915 -0.605
C 2.205 -0.455 -0.786
C 1.124 0.334 -1.062
C -0.260 0.208 -0.420
C -0.730 -1.319 -0.449
H 2.509 -3.306 1.010
H 1.542 -2.467 -1.237
H 2.681 -1.645 1.509
H -0.240 -1.806 -1.307
H -1.381 -2.205 1.411
H 0.625 -2.788 2.397
H -1.810 -1.319 -0.656
H -0.297 0.584 0.647
H 1.271 1.200 -1.769
H -1.047 0.772 -0.956
H 3.261 -2.209 -0.926
H 3.187 0.035 -0.753
P -0.248 -0.607 -3.865
P -0.302 2.369 -4.431
C -0.337 -0.180 -5.701
C -0.899 1.231 -5.847
H -1.005 -0.901 -6.204
H 0.671 -0.287 -6.144
H -0.589 1.658 -6.811
H -2.003 1.245 -5.822
C -1.057 3.863 -5.204
H -0.675 4.734 -4.669
H -2.146 3.803 -5.102
H -0.793 3.942 -6.263
C 1.391 2.588 -5.148
H 1.339 2.669 -6.244
H 2.041 1.748 -4.867
H 1.788 3.524 -4.738
C -1.918 -1.373 -3.804
H -2.053 -1.882 -2.847
H -2.014 -2.101 -4.621
H -2.688 -0.603 -3.920
C 0.691 -2.164 -4.082
H 1.544 -2.009 -4.754
H 0.039 -2.938 -4.513
H 1.063 -2.522 -3.121
F -4.138 -5.386 6.614
C -3.522 -4.492 5.825
C -2.773 -3.469 6.429
F -2.624 -3.422 7.770
C -2.170 -2.509 5.639
F -1.416 -1.532 6.183
C -2.298 -2.514 4.204
O -1.835 -1.593 3.479
C -2.994 -3.637 3.644
F -3.049 -3.766 2.304
C -3.584 -4.592 4.438
F -4.229 -5.643 3.885
```